# 1
{
  "formula": "C22H32BrN3O5S",
  "method": "ωB97M-V/def2-TZVPD",
  "symbols": ["C", "H", "H", "H", "C", "H", "H", "O", "C", "H", "H", "C", "H", "H", "C", "N", "C", "O", "C", "C", "C", "N", "S", "O", "O", "C", "C", "C", "C", "C", "C", "H", "Br", "H", "C", "H", "H", "C", "N", "C", "O", "C", "C", "H", "H", "H", "H", "H", "H", "H", "C", "C", "H", "H", "H", "H", "H", "H", "H", "H", "H", "H", "H", "H"],
  "coordinates": [[2.134, 3.182, 2.284], [2.818, 4.007, 2.468], [1.144, 3.474, 2.623], [2.097, 2.986, 1.215], [2.564, 1.931, 3.046], [1.807, 1.151, 2.933], [2.656, 2.167, 4.115], [3.757, 1.333, 2.583], [4.953, 2.062, 2.802], [4.806, 2.789, 3.609], [5.699, 1.329, 3.134], [5.478, 2.769, 1.546], [4.707, 3.419, 1.133], [6.332, 3.385, 1.831], [5.919, 1.772, 0.474], [4.796, 0.995, 0.006], [4.543, 0.772, -1.294], [5.249, 1.190, -2.192], [3.278, -0.040, -1.572], [3.182, -1.335, -0.762], [1.902, -2.074, -1.141], [0.746, -1.231, -0.880], [-0.702, -2.089, -1.102], [-1.031, -2.057, -2.501], [-0.536, -3.332, -0.428], [-1.784, -0.954, -0.210], [-2.989, -0.508, -0.719], [-3.647, 0.594, -0.158], [-3.151, 1.204, 0.969], [-1.977, 0.693, 1.519], [-1.284, -0.352, 0.935], [-0.348, -0.704, 1.336], [-1.291, 1.497, 3.092], [-3.649, 2.048, 1.421], [-4.874, 0.889, -0.970], [-4.938, 1.938, -1.257], [-5.772, 0.639, -0.401], [-4.701, -0.034, -2.195], [-3.694, -1.013, -1.799], [-3.706, -2.373, -2.040], [-3.167, -3.131, -1.268], [-4.384, -2.818, -3.312], [-3.606, -2.290, -4.519], [-3.930, -2.798, -5.423], [-2.545, -2.468, -4.368], [-3.759, -1.221, -4.649], [-5.424, -2.487, -3.346], [-4.367, -3.908, -3.310], [-5.633, -0.526, -2.473], [-4.335, 0.536, -3.055], [0.782, -0.017, -1.670], [2.023, 0.797, -1.308], [1.974, 1.064, -0.251], [2.044, 1.712, -1.902], [-0.128, 0.547, -1.453], [0.784, -0.258, -2.743], [1.772, -2.977, -0.544], [1.932, -2.360, -2.204], [4.041, -1.975, -0.964], [3.152, -1.117, 0.306], [3.309, -0.290, -2.638], [4.168, 0.677, 0.730], [6.342, 2.288, -0.392], [6.684, 1.104, 0.889]],
  "e_tot_ev": -118919.424,
  "de_lowest_kcal_mol": 10.2,
  "smiles": "CCOCCCNC(=O)C1CCN(S(=O)(=O)c2cc(Br)cc3c2N(C(=O)CC)CC3)CC1"
}


# 2
{
  "formula": "C22H32CrN6O3S2",
  "method": "ωB97M-V/def2-TZVPD",
  "symbols": ["Cr", "C", "N", "C", "C", "N", "C", "C", "C", "C", "C", "C", "C", "S", "C", "C", "C", "C", "C", "C", "S", "H", "H", "H", "H", "H", "H", "H", "H", "H", "H", "H", "H", "H", "H", "H", "H", "H", "H", "N", "C", "C", "C", "C", "N", "C", "N", "N", "C", "O", "O", "H", "H", "H", "H", "H", "H", "H", "H", "H", "H", "H", "H", "H", "H", "O"],
  "coordinates": [[-0.400, -1.164, 0.025], [-1.798, -0.771, 1.451], [-1.082, -1.928, 1.902], [0.066, -1.934, 2.811], [1.376, -2.283, 2.110], [1.684, -1.312, 1.045], [2.380, -0.169, 1.674], [2.573, -1.784, -0.017], [3.669, -2.565, 0.326], [4.619, -2.938, -0.610], [4.466, -2.494, -1.919], [3.369, -1.730, -2.269], [2.373, -1.362, -1.346], [0.937, -0.534, -1.921], [-1.687, -3.229, 1.736], [-2.609, -3.642, 2.690], [-3.193, -4.897, 2.634], [-2.822, -5.748, 1.594], [-1.894, -5.346, 0.653], [-1.285, -4.076, 0.693], [-0.108, -3.591, -0.477], [-2.812, -0.638, 1.838], [-2.502, -1.002, -0.459], [-1.219, 0.140, 1.559], [-0.090, -2.719, 3.563], [0.115, -0.980, 3.341], [1.296, -3.278, 1.675], [2.173, -2.293, 2.870], [3.335, -0.517, 2.091], [1.770, 0.246, 2.473], [2.563, 0.605, 0.936], [3.777, -2.888, 1.356], [5.458, -3.560, -0.324], [5.192, -2.767, -2.677], [3.229, -1.425, -3.299], [-2.870, -2.948, 3.485], [-3.919, -5.204, 3.377], [-3.264, -6.736, 1.517], [-1.614, -6.010, -0.155], [-2.142, 1.336, -0.653], [-1.291, 2.489, -0.573], [-1.948, 3.662, 0.175], [-1.226, 5.017, 0.161], [-0.894, 5.538, -1.253], [0.186, 4.758, -1.839], [0.273, 4.368, -3.085], [-0.380, 5.002, -4.083], [1.024, 3.296, -3.361], [0.101, 2.156, 0.027], [1.039, 2.990, -0.270], [0.294, 1.165, 0.720], [-2.446, 1.077, -1.576], [-2.917, 1.300, -0.008], [-1.084, 2.821, -1.594], [-2.107, 3.333, 1.207], [-2.936, 3.819, -0.270], [-0.305, 4.965, 0.746], [-1.868, 5.762, 0.635], [-0.619, 6.596, -1.194], [-1.796, 5.452, -1.875], [0.642, 4.004, -1.164], [-0.893, 5.841, -3.892], [-0.359, 4.652, -5.022], [1.309, 2.708, -2.573], [1.079, 2.919, -4.289], [-1.985, -1.551, -1.051]],
  "e_tot_ev": -88508.675,
  "s_squared": 0.8472,
  "spin_multiplicity": 2,
  "charge": -1,
  "de_lowest_kcal_mol": 95.3
}


# 3
{
  "formula": "C22H32GdN5O",
  "method": "ωB97M-V/def2-TZVPD",
  "symbols": ["Gd", "C", "N", "C", "C", "C", "C", "C", "C", "C", "N", "C", "C", "C", "C", "C", "C", "N", "C", "C", "H", "H", "H", "H", "H", "H", "H", "H", "H", "H", "H", "H", "H", "H", "H", "H", "H", "H", "H", "H", "C", "N", "C", "C", "N", "C", "H", "H", "H", "H", "H", "H", "C", "C", "O", "H", "H", "H", "H", "H", "H"],
  "coordinates": [[0.086, 0.297, -0.112], [2.979, -0.260, 0.965], [1.894, -1.130, 0.455], [2.372, -1.901, -0.718], [1.384, -2.045, 1.484], [2.287, -2.762, 2.251], [1.838, -3.670, 3.192], [0.472, -3.835, 3.356], [-0.434, -3.116, 2.591], [-0.007, -2.224, 1.603], [-0.817, -1.484, 0.719], [-2.115, -1.767, 0.255], [-3.085, -2.552, 0.887], [-4.309, -2.810, 0.292], [-4.633, -2.272, -0.944], [-3.708, -1.461, -1.573], [-2.484, -1.201, -0.980], [-1.501, -0.383, -1.711], [-0.902, -1.178, -2.811], [-2.106, 0.857, -2.253], [3.907, -0.810, 1.110], [3.182, 0.535, 0.245], [2.689, 0.168, 1.922], [3.186, -2.564, -0.425], [1.560, -2.513, -1.104], [2.737, -1.225, -1.492], [3.353, -2.620, 2.114], [2.543, -4.237, 3.786], [0.094, -4.529, 4.096], [-1.478, -3.260, 2.792], [-2.908, -2.971, 1.860], [-5.020, -3.440, 0.813], [-5.586, -2.481, -1.411], [-3.947, -1.033, -2.540], [-1.679, -1.507, -3.501], [-0.178, -0.579, -3.364], [-0.421, -2.062, -2.398], [-2.751, 0.650, -3.105], [-2.706, 1.337, -1.483], [-1.321, 1.532, -2.596], [-2.488, 4.845, 2.703], [-1.520, 3.789, 2.363], [-0.509, 3.325, 3.172], [0.113, 2.344, 2.474], [-0.505, 2.198, 1.242], [-1.488, 3.090, 1.225], [-2.148, 5.345, 3.603], [-3.468, 4.414, 2.883], [-2.542, 5.570, 1.897], [-0.323, 3.726, 4.154], [0.953, 1.742, 2.780], [-2.179, 3.259, 0.414], [3.132, 2.918, -2.632], [1.732, 2.672, -2.137], [1.476, 1.233, -1.973], [3.303, 3.991, -2.724], [3.281, 2.479, -3.623], [3.875, 2.511, -1.946], [0.986, 3.073, -2.818], [1.575, 3.107, -1.152], [1.866, 0.785, -2.735]],
  "e_tot_ev": -53653.348,
  "s_squared": 16.0634,
  "spin_multiplicity": 8,
  "charge": 2,
  "de_lowest_kcal_mol": 0.0
}


# 4
{
  "formula": "C22H32N2O3Si2TeW",
  "method": "ωB97M-V/def2-TZVPD",
  "symbols": ["W", "O", "C", "C", "C", "C", "C", "C", "C", "O", "N", "N", "C", "C", "C", "C", "C", "C", "C", "O", "H", "H", "H", "H", "H", "H", "H", "H", "H", "H", "C", "Si", "C", "C", "C", "Te", "C", "Si", "C", "C", "C", "H", "H", "H", "H", "H", "H", "H", "H", "H", "H", "H", "H", "H", "H", "H", "H", "H", "H", "H", "H", "H", "H"],
  "coordinates": [[-0.095, -0.526, 0.113], [2.600, -3.252, -2.319], [3.380, -3.463, -1.290], [4.523, -4.252, -1.331], [5.286, -4.398, -0.195], [4.954, -3.768, 1.046], [3.849, -3.003, 1.131], [2.997, -2.820, -0.031], [1.860, -2.092, 0.089], [0.932, -1.813, -0.855], [1.472, -1.322, 1.268], [0.174, -1.671, 1.641], [-0.405, -2.747, 2.147], [-1.754, -3.001, 1.884], [-2.450, -4.022, 2.574], [-3.746, -4.330, 2.225], [-4.360, -3.652, 1.169], [-3.696, -2.655, 0.444], [-2.416, -2.328, 0.809], [-1.732, -1.384, 0.079], [2.901, -3.721, -3.117], [4.809, -4.740, -2.256], [6.179, -5.012, -0.242], [5.600, -3.913, 1.901], [3.578, -2.508, 2.054], [0.204, -3.415, 2.753], [-1.959, -4.540, 3.389], [-4.287, -5.099, 2.759], [-5.374, -3.911, 0.888], [-4.173, -2.168, -0.396], [1.814, 1.107, -0.186], [1.129, 1.737, 1.532], [1.204, 3.576, 1.485], [1.843, 1.074, 3.088], [-0.885, 1.239, 1.450], [-1.850, 1.610, -0.454], [-0.992, 3.349, -1.268], [-2.265, 3.997, -2.653], [-2.320, 2.604, -3.891], [-3.878, 4.210, -1.755], [-1.486, 5.559, -3.250], [2.020, 2.083, -0.639], [1.405, 0.632, -1.106], [2.764, 0.609, 0.016], [2.225, 3.834, 1.792], [0.540, 4.037, 2.221], [1.035, 4.030, 0.513], [2.931, 1.192, 3.056], [1.616, 0.044, 3.342], [1.486, 1.725, 3.893], [-1.001, 2.125, 2.088], [-1.451, 0.490, 2.019], [-0.019, 3.120, -1.703], [-0.904, 4.074, -0.459], [-2.611, 1.637, -3.462], [-1.372, 2.479, -4.418], [-3.076, 2.825, -4.648], [-4.374, 3.273, -1.483], [-4.576, 4.730, -2.417], [-3.783, 4.831, -0.861], [-0.485, 5.403, -3.655], [-1.435, 6.314, -2.464], [-2.102, 5.973, -4.054]],
  "e_tot_ev": -57286.027,
  "charge": 4,
  "de_lowest_kcal_mol": 0.0
}